# 1
ORCA calculation (ωB97M-V/def2-TZVPD) on a cluster of 12 separate species, H24O12 in total.

```
36
Properties=species:S:1:pos:R:3
O 2.697 -0.220 -3.367
H 2.924 0.683 -3.419
H 2.500 -0.341 -2.416
O -1.141 -3.883 1.094
H -0.730 -3.008 1.218
H -2.056 -3.692 0.960
O -0.038 0.340 0.096
H 0.431 -0.316 -0.417
H -0.267 -0.111 0.920
O 0.901 2.692 0.808
H 0.489 3.420 0.319
H 0.317 2.032 0.470
O 1.918 -1.388 -0.899
H 1.642 -1.842 -0.132
H 1.488 -1.795 -1.659
O 0.310 2.414 -2.460
H 1.177 2.807 -2.279
H -0.212 2.615 -1.685
O -0.878 -1.335 2.065
H -1.750 -1.730 2.064
H -0.757 -1.257 3.045
O -0.229 -1.747 -2.707
H -0.048 -2.534 -3.202
H -0.283 -1.053 -3.370
O -2.750 0.760 -1.909
H -1.805 0.749 -2.020
H -3.079 0.485 -2.808
O -0.216 1.851 3.256
H 0.122 2.241 2.466
H -0.939 2.466 3.427
O -2.706 0.710 2.528
H -2.007 0.137 2.857
H -3.449 0.327 3.023
O 2.567 -0.372 1.650
H 3.490 -0.111 1.621
H 2.365 0.019 0.850
```

Summary:
SMILES: O.O.O.O.O.O.O.O.O.O.O.O
Frontier orbital gap (eV): 10.74
ΔE to the lowest compared entry with this formula, charge and spin (kcal/mol): 58.5

Here are the Mulliken charges for atoms 1 to 6, given in e: O -0.61; H 0.30; H 0.42; O -0.67; H 0.41; H 0.29


# 2
ORCA calculation (ωB97M-V/def2-TZVPD) on the molecule C4H7NS.

```
13
Properties=species:S:1:pos:R:3
C 0.496 1.300 -0.399
C 1.128 -0.084 -0.486
C 0.084 -0.987 0.196
C -1.054 0.177 0.749
N -0.526 1.452 0.307
S -2.560 -0.152 -0.263
H 0.963 2.254 -0.826
H 1.143 -0.244 -1.502
H 2.165 0.110 -0.148
H -0.545 -1.716 -0.486
H 0.621 -1.333 1.119
H -1.390 0.324 1.855
H -2.945 1.184 -0.552
```

Summary:
Frontier orbital gap (spin up / spin down) (eV): 4.96 / 7.10
<S²>: 2.005
ΔE to the lowest compared entry with this formula, charge and spin (kcal/mol): 64.9
Spin multiplicity: 3

Here are the Mulliken charges for atoms 1 to 6, given in e: C -0.25; C -0.36; C -0.74; C -0.15; N -0.46; S -0.25


# 3
ORCA calculation (ωB97M-V/def2-TZVPD) on a structure of composition C4H8ClF2N5O5S2.

```
27
Properties=species:S:1:pos:R:3
C -2.148 1.018 0.898
C -1.203 1.528 1.980
O -0.384 0.439 2.538
N 0.919 0.592 2.280
C 1.870 1.244 2.957
N 1.678 1.918 4.113
N 3.031 1.136 2.293
C 2.766 0.419 1.216
N 1.484 0.074 1.161
Cl 0.675 -0.769 -0.027
H -1.804 1.331 -0.083
H -2.228 -0.064 0.915
H -3.124 1.468 1.046
H -0.536 2.272 1.549
H -1.730 2.008 2.797
H 2.211 1.704 4.934
H 1.029 2.681 4.150
H 3.470 0.162 0.443
N -1.219 -2.780 -4.163
S -0.088 -2.106 -5.062
O 1.239 -2.286 -4.567
O -0.433 -0.840 -5.616
F -0.185 -3.106 -6.279
S -1.434 -2.135 -2.761
O -2.208 -2.963 -1.897
O -1.694 -0.728 -2.730
F 0.043 -2.218 -2.085
```

Summary:
Frontier orbital gap (eV): 7.58

Here are the Mulliken charges for atoms 1 to 6, given in e: C -1.19; C -0.10; O -0.37; N 0.33; C 0.39; N -0.36


# 4
ORCA calculation (ωB97M-V/def2-TZVPD) on a structure of composition C3H4N2O3.

```
12
Properties=species:S:1:pos:R:3
C -0.671 0.468 0.571
C 0.328 -1.099 -0.449
C 0.382 0.951 -0.220
H -0.663 2.295 1.956
H -1.314 -1.586 0.738
H -0.472 -2.852 -1.047
H 2.079 1.625 -1.143
N -0.533 -0.824 0.521
N 0.152 -2.150 -1.233
O -1.637 1.069 1.234
O 1.190 -0.070 -0.528
O 1.159 2.172 -0.401
```

Summary:
Frontier orbital gap (eV): 5.61
ΔE to the lowest compared entry with this formula, charge and spin (kcal/mol): 207.2

Here are the Mulliken charges for atoms 1 to 6, given in e: C 0.14; C 0.67; C 0.39; H 0.24; H 0.33; H 0.20


# 5
ORCA calculation (ωB97M-V/def2-TZVPD) on a structure of composition C31H31N7NaOS.

```
72
Properties=species:S:1:pos:R:3
Na -0.155 -0.169 -0.173
C -0.116 -2.850 -0.416
C -0.134 -2.183 -1.660
C -1.438 -1.723 -1.888
C -2.236 -2.118 -0.794
C -1.415 -2.812 0.111
H 0.743 -3.337 0.028
H 0.707 -2.087 -2.334
H -1.792 -1.219 -2.779
H -3.298 -1.941 -0.685
H -1.741 -3.283 1.033
N -1.197 -1.454 4.156
C -1.113 -0.920 2.904
N -0.020 -0.726 2.272
C 1.182 -1.123 2.841
N 2.292 -1.067 2.194
N 2.231 -0.764 0.889
C 3.115 -0.002 0.393
C 3.095 0.370 -1.021
C 4.236 0.899 -1.632
C 4.154 1.343 -2.938
C 2.934 1.277 -3.595
C 1.861 0.714 -2.915
N 1.938 0.257 -1.678
C 1.187 -1.568 4.236
C 2.353 -1.801 4.962
C 2.294 -2.210 6.282
C 1.062 -2.399 6.897
C -0.108 -2.159 6.200
C -0.048 -1.733 4.877
H -2.091 -1.573 4.597
H -2.050 -0.648 2.434
H 3.882 0.461 1.023
H 5.166 0.947 -1.078
H 5.032 1.737 -3.435
H 2.815 1.649 -4.604
H 0.885 0.629 -3.383
H 3.297 -1.648 4.458
H 3.205 -2.383 6.839
H 1.010 -2.730 7.926
H -1.076 -2.298 6.669
C -4.198 5.464 0.608
C -4.062 4.628 -0.665
N -4.000 3.207 -0.365
C -5.268 2.500 -0.322
C -5.542 1.761 -1.629
C -2.823 2.654 0.094
S -2.815 1.130 0.825
N -1.767 3.465 -0.068
C -0.503 3.039 -0.153
O -0.089 1.877 -0.252
C 0.518 4.155 -0.222
C 1.870 3.831 -0.232
C 2.832 4.817 -0.390
C 2.452 6.143 -0.541
C 1.105 6.479 -0.507
C 0.145 5.491 -0.344
H -4.291 6.526 0.371
H -3.314 5.310 1.227
H -5.077 5.153 1.176
H -3.159 4.917 -1.197
H -4.918 4.796 -1.323
H -6.062 3.225 -0.119
H -5.229 1.781 0.492
H -5.596 2.454 -2.471
H -6.484 1.212 -1.560
H -4.734 1.052 -1.813
H 2.145 2.789 -0.125
H 3.883 4.550 -0.405
H 3.202 6.912 -0.687
H 0.799 7.512 -0.619
H -0.908 5.732 -0.315
```

Summary:
Frontier orbital gap (eV): 5.28
ΔE to the lowest compared entry with this formula, charge and spin (kcal/mol): 15.5
Net charge: -1

Here are the Mulliken charges for atoms 1 to 6, given in e: Na 0.96; C -0.54; C -0.76; C -0.74; C -0.49; C -0.62


# 6
ORCA calculation (ωB97M-V/def2-TZVPD) on the molecule C2H4O2S.

```
9
Properties=species:S:1:pos:R:3
O 0.102 1.339 -0.468
C -0.674 0.302 0.346
C -0.014 -1.058 -0.052
O 1.119 -0.994 -0.832
S -0.380 -2.520 0.496
H 1.048 1.586 0.004
H -0.286 0.783 1.516
H -1.804 0.545 0.310
H 0.889 0.019 -1.319
```

Summary:
SMILES: OCC(O)=S
Frontier orbital gap (eV): 8.60
ΔE to the lowest compared entry with this formula, charge and spin (kcal/mol): 70.5

Here are the Mulliken charges for atoms 1 to 6, given in e: O -0.66; C -0.14; C 0.28; O -0.50; S -0.31; H 0.37


# 7
ORCA calculation (ωB97M-V/def2-TZVPD) on the molecule C6H5IN2.

```
14
Properties=species:S:1:pos:R:3
C 1.551 1.788 0.095
C -1.015 -1.365 -0.205
C 0.335 -1.832 -0.111
C -1.456 -0.072 -0.243
C 1.332 -1.054 0.084
C -0.839 1.319 0.093
N 2.724 1.859 0.403
N 0.463 1.483 -0.416
I 3.258 -0.601 0.082
H -1.868 -2.144 -0.466
H 0.437 -2.985 -0.011
H -2.553 -0.008 -0.238
H -1.595 1.988 -0.202
H -0.773 1.623 1.133
```

Summary:
Frontier orbital gap (spin up / spin down) (eV): 7.41 / 6.82
ΔE to the lowest compared entry with this formula, charge and spin (kcal/mol): 100.1

Here are the Mulliken charges for atoms 1 to 6, given in e: C 0.76; C -0.15; C 0.23; C -0.29; C -0.60; C -0.46


# 8
ORCA calculation (ωB97M-V/def2-TZVPD) on the molecule C19H21N5O3.

```
48
Properties=species:S:1:pos:R:3
C 0.287 2.397 -3.860
C 1.291 1.269 -4.065
C 0.639 -0.110 -4.186
C 0.070 -0.632 -2.870
O 1.157 -0.874 -1.998
C 0.920 -1.312 -0.731
C -0.349 -1.633 -0.254
C -0.563 -1.989 1.065
C 0.507 -2.029 1.951
C 0.329 -2.352 3.391
O 0.975 -3.196 3.972
N -0.646 -1.658 4.071
C -1.428 -0.579 3.675
C -2.693 -0.411 4.239
C -3.507 0.632 3.837
C -3.099 1.504 2.844
C -1.830 1.346 2.298
N -1.427 2.188 1.256
C -0.442 2.027 0.333
N -0.501 3.025 -0.507
N -1.508 3.793 -0.102
N -2.067 3.319 0.925
C -0.974 0.349 2.741
C 1.787 -1.789 1.470
C 2.020 -1.434 0.146
O 3.325 -1.194 -0.149
C 3.785 -1.200 -1.484
H 0.791 3.358 -3.920
H -0.484 2.367 -4.627
H -0.186 2.343 -2.883
H 1.855 1.457 -4.981
H 1.999 1.257 -3.235
H 1.382 -0.830 -4.537
H -0.171 -0.071 -4.916
H -0.613 0.105 -2.428
H -0.483 -1.564 -3.052
H -1.195 -1.589 -0.920
H -1.562 -2.229 1.396
H -0.841 -2.035 4.992
H -3.036 -1.108 4.989
H -4.481 0.753 4.285
H -3.734 2.298 2.488
H 0.246 1.211 0.295
H 0.033 0.289 2.366
H 2.634 -1.856 2.133
H 3.438 -2.084 -2.023
H 3.479 -0.303 -2.025
H 4.872 -1.226 -1.408
```

Summary:
SMILES: CCCCOc1ccc(C(=O)Nc2cccc(-n3cnnn3)c2)cc1OC
Frontier orbital gap (eV): 8.78
ΔE to the lowest compared entry with this formula, charge and spin (kcal/mol): 92.9

Here are the Mulliken charges for atoms 1 to 6, given in e: C -1.13; C -0.09; C -0.94; C -0.64; O -0.31; C 0.90


# 9
ORCA calculation (ωB97M-V/def2-TZVPD) on the molecule C3H3BrCl2.

```
9
Properties=species:S:1:pos:R:3
Cl -1.997 -1.237 0.132
C -0.710 -0.215 0.652
C 0.803 -0.583 -0.055
C -0.009 0.604 -0.288
Cl -0.361 0.741 -1.980
Br 0.673 2.392 0.426
H -0.925 0.068 1.659
H 1.754 -0.618 0.481
H 0.773 -1.151 -1.028
```

Summary:
SMILES: Cl[C@H]1C[C@]1(Cl)Br
Frontier orbital gap (eV): 10.24
ΔE to the lowest compared entry with this formula, charge and spin (kcal/mol): 21.9

Here are the Mulliken charges for atoms 1 to 6, given in e: Cl -0.17; C -0.11; C -0.75; C 0.41; Cl -0.15; Br -0.16


# 10
ORCA calculation (ωB97M-V/def2-TZVPD) on the molecule C6H16N2.

```
24
Properties=species:S:1:pos:R:3
C -1.318 -3.006 2.719
C -0.590 -1.674 2.441
C -0.641 -1.360 0.959
N 0.552 -0.566 0.579
C 0.523 -0.071 -0.818
C 0.265 1.417 -0.998
C 0.964 1.992 -2.227
N 0.485 3.309 -2.633
H -1.246 -3.269 3.777
H -0.707 -3.907 2.486
H -2.276 -3.201 2.254
H 0.448 -1.908 2.741
H -0.979 -0.921 3.122
H -1.581 -0.761 0.834
H -0.470 -2.228 0.342
H 0.538 0.236 1.206
H -0.170 -0.702 -1.374
H 1.535 -0.280 -1.211
H -0.816 1.594 -1.083
H 0.624 1.902 -0.076
H 2.047 2.141 -2.076
H 0.946 1.253 -3.048
H -0.303 3.642 -2.103
H 0.302 3.408 -3.621
```

Summary:
SMILES: CCCNCCCN
Frontier orbital gap (eV): 9.84
ΔE to the lowest compared entry with this formula, charge and spin (kcal/mol): 35.2

Here are the Mulliken charges for atoms 1 to 6, given in e: C -1.30; C -0.40; C -0.50; N -0.40; C -0.74; C -0.26


# 11
ORCA calculation (ωB97M-V/def2-TZVPD) on a structure of composition C21H21BN6SiSr.

```
51
Properties=species:S:1:pos:R:3
Sr 0.123 -0.079 -0.215
C -3.125 -0.347 3.242
C -2.659 -0.732 1.985
N -1.614 0.004 1.619
N -1.362 0.856 2.647
C -2.256 0.653 3.627
B -0.158 1.823 2.695
N 1.179 1.048 2.771
C 2.000 0.988 3.830
C 3.060 0.157 3.528
C 2.780 -0.282 2.234
N 1.662 0.266 1.772
N -0.159 2.820 1.500
C -0.230 4.153 1.612
C -0.196 4.715 0.351
C -0.100 3.613 -0.495
N -0.077 2.473 0.187
H -3.958 -0.747 3.791
H -3.029 -1.506 1.326
H -2.203 1.246 4.524
H -0.255 2.472 3.698
H 1.764 1.552 4.716
H 3.897 -0.100 4.151
H 3.341 -0.964 1.614
H -0.301 4.599 2.590
H -0.235 5.758 0.096
H -0.048 3.604 -1.573
C 1.658 -5.821 -4.324
C 0.828 -4.721 -4.495
C 0.449 -3.964 -3.396
C 0.861 -4.281 -2.100
C 1.693 -5.394 -1.957
C 2.093 -6.152 -3.049
Si 0.299 -3.235 -0.608
C -1.486 -3.806 -0.220
C -1.812 -4.613 0.873
C -3.129 -4.919 1.187
C -4.167 -4.434 0.406
C -3.874 -3.638 -0.694
C -2.554 -3.326 -0.986
H 1.964 -6.413 -5.177
H 0.481 -4.450 -5.485
H -0.188 -3.099 -3.561
H 2.033 -5.676 -0.967
H 2.741 -7.007 -2.902
H 1.044 -3.925 0.507
H -1.015 -5.006 1.494
H -3.345 -5.545 2.045
H -5.194 -4.675 0.650
H -4.672 -3.256 -1.320
H -2.352 -2.691 -1.847
```

Summary:
Frontier orbital gap (eV): 6.38
ΔE to the lowest compared entry with this formula, charge and spin (kcal/mol): 0.0

Here are the Mulliken charges for atoms 1 to 6, given in e: Sr 1.69; C -1.09; C -0.20; N -0.47; N 0.21; C -0.08


# 12
ORCA calculation (ωB97M-V/def2-TZVPD) on a cluster of 5 separate species, C27H61N2O9 in total.

```
99
Properties=species:S:1:pos:R:3
C -3.187 1.281 0.698
C -1.839 0.623 0.396
C -2.063 -0.525 -0.588
C -0.859 1.656 -0.245
C 0.601 1.775 0.273
C 1.624 1.720 -0.876
C 1.547 0.458 -1.698
N 2.095 -0.653 -1.432
C 0.923 0.792 1.389
C -0.220 0.736 2.407
C 0.170 -0.085 3.625
C -0.668 2.124 2.864
N -1.320 0.044 1.683
O -1.345 -1.225 1.792
H -3.081 2.172 1.318
H -3.675 1.573 -0.234
H -3.834 0.572 1.218
H -1.134 -1.061 -0.789
H -2.804 -1.230 -0.224
H -2.434 -0.104 -1.524
H -0.834 1.415 -1.308
H -1.317 2.646 -0.187
H 0.700 2.774 0.705
H 1.466 2.584 -1.529
H 2.635 1.804 -0.464
H 0.963 0.500 -2.621
H 2.636 -0.578 -0.567
H 1.038 -0.226 1.004
H 1.863 1.074 1.875
H 0.583 -1.051 3.339
H -0.689 -0.251 4.275
H 0.932 0.463 4.183
H 0.197 2.675 3.238
H -1.393 2.037 3.674
H -1.120 2.718 2.071
C -1.724 -3.630 4.261
O -2.646 -3.833 5.319
C -2.383 -4.987 6.092
C -1.672 -4.655 7.388
O -0.378 -4.123 7.171
C -0.322 -2.712 7.241
H -1.880 -2.626 3.872
H -0.692 -3.724 4.608
H -1.891 -4.346 3.449
H -1.786 -5.705 5.519
H -3.342 -5.459 6.329
H -1.559 -5.571 7.976
H -2.281 -3.952 7.969
H -0.458 -2.364 8.271
H -1.081 -2.245 6.607
H 0.666 -2.412 6.897
C 5.777 1.047 -1.764
O 5.560 0.056 -0.778
C 5.332 -1.237 -1.317
C 6.562 -2.116 -1.256
O 7.615 -1.627 -2.070
C 8.608 -0.923 -1.353
H 6.102 1.950 -1.249
H 6.546 0.744 -2.479
H 4.853 1.263 -2.313
H 4.973 -1.162 -2.348
H 4.540 -1.707 -0.729
H 6.296 -3.113 -1.619
H 6.898 -2.211 -0.217
H 9.199 -1.602 -0.728
H 8.175 -0.146 -0.717
H 9.267 -0.460 -2.086
C 1.930 5.730 -2.047
O 1.419 4.806 -2.989
C 0.096 5.092 -3.412
C 0.064 5.773 -4.763
O 0.668 7.052 -4.729
C 1.988 7.075 -5.238
H 2.994 5.529 -1.943
H 1.788 6.762 -2.376
H 1.449 5.602 -1.070
H -0.414 5.718 -2.672
H -0.444 4.142 -3.482
H -0.979 5.904 -5.065
H 0.554 5.137 -5.508
H 1.993 6.932 -6.324
H 2.612 6.304 -4.778
H 2.403 8.055 -5.011
C -6.776 -3.047 -4.096
O -6.119 -4.170 -3.543
C -4.707 -4.054 -3.524
C -4.184 -3.650 -2.163
O -4.612 -2.352 -1.791
C -5.691 -2.344 -0.876
H -7.841 -3.172 -3.907
H -6.436 -2.114 -3.638
H -6.614 -2.989 -5.178
H -4.374 -3.330 -4.276
H -4.289 -5.030 -3.787
H -3.090 -3.645 -2.190
H -4.499 -4.384 -1.413
H -5.366 -2.677 0.117
H -6.512 -2.982 -1.213
H -6.042 -1.315 -0.803
```

Summary:
Frontier orbital gap (spin up / spin down) (eV): 8.35 / 9.53
<S²>: 0.754
ΔE to the lowest compared entry with this formula, charge and spin (kcal/mol): 0.0
Spin multiplicity: 2

Here are the Mulliken charges for atoms 1 to 6, given in e: C -1.95; C 2.00; C -2.09; C -1.87; C 1.46; C -0.91